The following is a quantum chemistry calculation of C37H20Cl72FN5OS3 as an isolated structure at a distorted geometry, from the OMol25 dataset.

Last column: Löwdin charge in e.
Atoms and positions in Å:
N (5.76298, -3.81377, 4.70056)  0.09
C (5.35874, -2.56187, 4.61208)  -0.24
C (5.85738, -1.52837, 3.44999)  -0.13
C (5.53767, -2.20265, 2.03652)  -0.07
C (3.99167, -2.37170, 1.63938)  -0.04
C (2.78714, -1.84462, 2.58895)  -0.13
C (2.03985, -0.63697, 1.78955)  -0.24
C (0.95193, 0.14550, 2.67459)  -0.46
S (-0.64756, -0.81399, 2.87284)  0.84
C (-1.56290, -0.78008, 1.26754)  -0.96
S (-1.41292, 0.38450, 0.05834)  0.65
N (-2.55052, -1.85818, 1.00771)  -0.15
C (-2.45264, -3.03143, 0.16108)  -0.19
C (-3.75599, -3.94349, 0.20849)  -0.42
N (-4.59741, -3.17243, 1.15577)  0.01
C (-3.89686, -1.97843, 1.57307)  -0.16
C (3.61465, -3.05808, 0.30824)  -0.05
C (2.13732, -3.34474, -0.22360)  -0.11
C (1.16797, -4.05320, 0.84484)  -0.19
O (1.59759, -4.96777, 1.59724)  0.01
C (4.80147, -3.54758, -0.63562)  -0.20
N (4.62942, -4.19549, -1.90420)  -0.30
S (6.14975, -4.55685, -2.58761)  0.93
N (7.12410, -3.91698, -1.30736)  -0.28
C (6.32492, -3.36214, -0.25111)  -0.20
C (6.71146, -2.66861, 1.10049)  -0.06
C (8.24308, -2.46391, 1.51077)  -0.14
C (9.26008, -2.30078, 0.27936)  -0.17
F (9.97979, -3.52579, -0.03721)  -0.12
H (6.43662, -3.99255, 3.93379)  0.04
H (4.57627, -2.18672, 5.38105)  -0.10
H (6.96444, -1.34942, 3.66015)  0.10
H (5.24619, -0.54538, 3.48750)  0.12
H (2.07071, -2.68591, 2.90197)  0.12
H (3.16793, -1.37086, 3.56504)  0.07
H (1.52378, -0.98037, 0.83026)  0.08
H (2.85717, 0.11694, 1.48138)  0.11
H (1.34312, 0.52513, 3.68905)  0.09
H (0.65328, 1.10048, 2.09168)  0.00
H (-1.54678, -3.30917, -0.46507)  0.04
H (-3.97946, -4.91740, -0.32711)  -0.07
H (-4.47650, -1.28605, 2.28471)  -0.02
H (2.22313, -4.08665, -1.11261)  0.12
H (1.66356, -2.39300, -0.68868)  0.12
H (0.08106, -3.70432, 0.94142)  0.10
H (8.31709, -1.48200, 2.12321)  0.11
H (8.58869, -3.32992, 2.17206)  0.13
H (10.04366, -1.52507, 0.57910)  0.12
H (8.64589, -1.95767, -0.63569)  0.12
C (2.18361, -0.92139, 7.65542)  -1.96
Cl (3.02864, -0.01124, 8.92542)  0.52
Cl (0.96843, 0.12107, 6.88405)  0.50
Cl (3.35982, -1.46108, 6.43185)  0.63
Cl (1.38383, -2.33691, 8.36989)  0.54
C (-2.54167, 2.66566, -3.59558)  -1.94
Cl (-2.02396, 1.75522, -5.03028)  0.51
Cl (-2.06743, 4.37592, -3.77271)  0.44
Cl (-4.30587, 2.54553, -3.42276)  0.53
Cl (-1.76353, 1.98363, -2.15026)  0.41
C (-3.08768, -7.68532, 2.29781)  -1.98
Cl (-3.39162, -6.01882, 1.75630)  0.59
Cl (-2.11970, -7.65678, 3.78820)  0.52
Cl (-4.63629, -8.49938, 2.61247)  0.50
Cl (-2.20255, -8.56625, 1.03315)  0.52
C (-5.88341, 5.07536, -6.36867)  -2.00
Cl (-4.38558, 4.97465, -5.41890)  0.45
Cl (-5.61858, 6.11469, -7.78614)  0.52
Cl (-6.35287, 3.44768, -6.90681)  0.52
Cl (-7.17733, 5.76333, -5.36304)  0.52
C (-2.38812, 8.47707, -3.83019)  -2.00
Cl (-2.01672, 10.10557, -3.22509)  0.53
Cl (-3.72967, 7.78741, -2.89144)  0.53
Cl (-2.85106, 8.57294, -5.54283)  0.49
Cl (-0.95248, 7.44082, -3.65875)  0.47
C (-2.67498, -4.67866, -3.61253)  -1.92
Cl (-1.52014, -3.58234, -4.40645)  0.51
Cl (-2.13110, -6.36031, -3.81558)  0.52
Cl (-2.76675, -4.28545, -1.87713)  0.70
Cl (-4.28112, -4.48211, -4.34746)  0.51
C (0.48482, 9.72162, -7.89307)  -2.00
Cl (-1.06542, 10.15815, -8.64474)  0.52
Cl (1.44506, 8.75553, -9.03401)  0.49
Cl (1.37589, 11.20000, -7.47128)  0.53
Cl (0.18420, 8.77198, -6.42290)  0.46
C (3.90997, 6.31687, -5.95804)  -1.97
Cl (3.63538, 7.08092, -7.53870)  0.51
Cl (5.24648, 7.14028, -5.12586)  0.50
Cl (2.43438, 6.44036, -4.97479)  0.49
Cl (4.32070, 4.60390, -6.19258)  0.48
C (-4.68127, -1.86500, -7.54009)  -2.00
Cl (-4.27727, -0.27746, -6.84910)  0.47
Cl (-6.08598, -2.54198, -6.68609)  0.51
Cl (-5.06982, -1.67928, -9.26416)  0.53
Cl (-3.29309, -2.95974, -7.36055)  0.50
C (-4.57698, 1.07554, 4.79189)  -1.96
Cl (-4.01048, 0.19346, 3.35373)  0.62
Cl (-4.07229, 2.77595, 4.67983)  0.53
Cl (-6.35244, 0.99014, 4.87894)  0.52
Cl (-3.86909, 0.34173, 6.24764)  0.50
C (-0.88150, 2.20001, -9.32019)  -2.01
Cl (-1.64900, 3.70132, -9.88076)  0.52
Cl (-0.28548, 1.28068, -10.71948)  0.52
Cl (0.47890, 2.59521, -8.24825)  0.50
Cl (-2.07031, 1.22304, -8.43310)  0.47
C (5.19330, 8.63832, -0.97597)  -2.00
Cl (4.77672, 10.31779, -0.57166)  0.52
Cl (4.39046, 8.17538, -2.49122)  0.47
Cl (6.95371, 8.49512, -1.17113)  0.52
Cl (4.65322, 7.56193, 0.33085)  0.49
C (2.00119, 3.65096, -1.00004)  -1.99
Cl (0.44932, 4.08805, -1.74451)  0.48
Cl (2.95911, 2.69036, -2.14789)  0.53
Cl (2.89248, 5.12847, -0.57384)  0.49
Cl (1.70620, 2.69809, 0.46646)  0.56
C (-6.97924, -7.53328, -0.75414)  -2.00
Cl (-8.48765, -7.01777, -1.53924)  0.52
Cl (-6.01112, -8.48706, -1.89898)  0.52
Cl (-6.05598, -6.10182, -0.24770)  0.56
Cl (-7.36164, -8.52528, 0.66911)  0.50
C (3.46171, 0.10471, -6.88674)  -2.01
Cl (3.84600, 1.72811, -6.27390)  0.46
Cl (2.10637, -0.57241, -5.95815)  0.51
Cl (3.01062, 0.21705, -8.60112)  0.51
Cl (4.88270, -0.94827, -6.71483)  0.52
C (-6.72611, 0.89712, 9.23609)  -1.99
Cl (-7.57196, 1.83925, 10.48319)  0.53
Cl (-5.31498, 0.09102, 9.94895)  0.45
Cl (-7.82951, -0.32522, 8.56737)  0.52
Cl (-6.18145, 1.98192, 7.93958)  0.49
C (-5.29702, -3.91861, 10.17646)  -2.02
Cl (-3.82588, -4.03044, 11.16708)  0.52
Cl (-4.99256, -2.85912, 8.78304)  0.47
Cl (-5.74938, -5.53791, 9.60191)  0.52
Cl (-6.61972, -3.24578, 11.15388)  0.51
C (-1.04690, 0.88984, 10.30903)  -2.00
Cl (-1.86875, 1.83568, 11.56878)  0.53
Cl (0.36988, 0.07995, 11.00845)  0.51
Cl (-2.16026, -0.32963, 9.65603)  0.47
Cl (-0.53256, 1.97244, 8.99532)  0.49

Calculated values
- Multiplicity: 1
- Highest occupied orbital energy: -0.3121 hartree
- Gap between HOMO and LUMO: 6.849 eV